1.
# C4H6F2

A single C4H6F2 molecule (wB97M-V/def2-TZVPD, the OMol25 dataset).

The geometry in XYZ format:
```
12
Properties=species:S:1:pos:R:3:lowdin_charge:R:1
F 2.07 -0.18 -0.76 -0.027
F -2.08 -0.28 -0.68 0.087
C -1.08 -0.02 0.08 -0.446
C 1.09 0.19 0.18 -0.273
C -0.20 1.11 -0.21 -0.016
C 0.18 -0.90 0.14 -0.134
H 0.28 -1.81 0.82 0.144
H 0.36 -1.52 -0.76 0.137
H 1.47 0.48 1.25 0.180
H -1.61 -0.08 1.02 0.151
H -0.26 2.15 0.09 0.128
H -0.24 0.88 -1.16 0.069
```

Values from the calculation:
Kohn-Sham gap (eV): 11.95
Total charge: 0
LUMO level (eV): 1.078
HOMO level (eV): -10.8717
E_tot (eV): -9677.2480
Largest force on an atom (Eh/bohr): 0.1314
Energy above the lowest of the compared OMol25 structures with the same formula, charge and spin (eV): 2.514
SMILES: F[C@H]1C[C@@H](F)C1

---

2.
# C40H36Cl5N2O3P2PbTe

A molecular structure, C40H36Cl5N2O3P2PbTe (wB97M-V/def2-TZVPD, the OMol25 dataset).

The geometry in XYZ format:
```
90
Properties=species:S:1:pos:R:3:lowdin_charge:R:1
Pb 0.04 0.65 0.62 1.109
Te 0.91 3.98 0.66 1.081
Cl -0.47 0.89 6.58 0.707
Cl -0.47 -3.78 2.47 0.731
Cl -0.05 -2.04 7.58 0.693
Cl -0.91 1.48 3.56 0.701
Cl -0.03 -4.38 5.51 0.704
P 2.50 -1.44 -2.15 1.057
P -2.68 0.99 0.29 0.974
O 3.89 -1.53 -2.92 -0.176
O -0.92 -1.00 1.88 -0.386
O 3.17 0.43 -0.41 0.037
N 1.82 -1.94 1.19 0.018
N -0.69 -0.24 -1.51 -0.090
C -1.94 -0.83 -1.58 -0.397
C 1.96 -3.12 -2.07 -0.266
C -2.79 3.95 -2.51 -0.067
C -5.31 1.34 4.02 -0.067
C 2.43 -5.46 -2.37 -0.053
C -4.69 0.14 3.72 -0.063
C -0.48 -2.50 3.63 -0.602
C 3.18 -1.71 0.72 -0.197
C 2.81 -4.14 -2.51 -0.054
C -2.08 -1.52 -2.77 -0.043
C 1.21 -5.78 -1.79 -0.044
C -0.67 -0.16 4.11 -0.564
C -0.05 -0.61 -2.66 -0.433
C -4.42 2.31 2.01 -0.096
C 4.64 0.50 -3.98 -0.010
C -3.93 0.02 2.57 -0.100
C 5.58 1.51 -4.07 -0.053
C -0.29 -1.72 5.91 -0.719
C -4.60 2.20 -1.34 -0.083
C -0.28 -2.76 4.98 -0.700
C -4.12 3.97 -2.89 -0.067
C -3.80 1.11 1.70 -0.376
C 2.04 3.42 2.37 -0.460
C -3.27 2.18 -0.95 -0.364
C -5.03 3.09 -2.31 -0.063
C -2.37 3.06 -1.54 -0.102
C 6.82 0.56 -2.25 -0.054
C -0.86 -1.37 -3.46 -0.061
C -0.48 -0.42 5.46 -0.700
C 3.01 -0.77 -0.45 -0.428
C 5.89 -0.46 -2.13 -0.014
C 0.73 -3.44 -1.47 -0.077
C 6.67 1.55 -3.21 -0.066
C 0.37 -4.77 -1.33 -0.046
C -5.18 2.43 3.17 -0.068
C 4.82 -0.46 -3.00 -0.285
C 1.38 -0.27 -2.93 -0.170
C -2.95 -0.64 -0.48 -0.255
C -0.76 4.83 1.66 -0.441
C -0.70 -1.19 3.14 -0.528
H -0.60 -1.77 -4.43 0.108
H 3.75 -1.16 1.47 0.134
H 3.08 -6.25 -2.72 0.115
H -4.46 4.66 -3.65 0.110
H -5.90 1.43 4.92 0.109
H 1.83 2.39 2.65 -0.043
H -5.32 1.53 -0.88 0.115
H -1.20 5.56 1.00 0.001
H 1.69 0.74 -2.64 0.111
H 5.47 2.28 -4.83 0.114
H 0.92 -6.81 -1.68 0.117
H -0.39 5.32 2.56 0.007
H 6.00 -1.25 -1.40 0.125
H -1.32 3.04 -1.25 0.040
H 3.74 -2.60 0.44 0.125
H 3.80 0.44 -4.66 0.118
H -3.96 -0.70 -0.88 0.103
H 0.05 -2.68 -1.12 0.097
H 3.76 -3.89 -2.96 0.111
H 3.09 3.54 2.13 -0.001
H -2.09 4.63 -2.97 0.108
H -4.33 3.16 1.35 0.105
H 1.76 4.09 3.18 0.009
H -1.49 4.06 1.92 -0.026
H -3.43 -0.91 2.35 0.095
H -6.07 3.10 -2.61 0.110
H -2.96 -2.04 -3.10 0.104
H 1.38 -2.76 0.79 0.027
H 7.40 2.34 -3.29 0.112
H 1.59 -0.40 -4.00 0.113
H -0.58 -5.02 -0.88 0.116
H 7.67 0.58 -1.58 0.114
H -4.79 -0.71 4.38 0.112
H -5.66 3.36 3.40 0.109
H 1.78 -2.05 2.20 0.075
H -2.83 -1.39 0.30 0.076
```

Values from the calculation:
Kohn-Sham gap (eV): 6.74
Total charge: +1
LUMO level (eV): -3.191
HOMO level (eV): -9.9326
E_tot (eV): -144913.2057
Largest force on an atom (Eh/bohr): 0.0110
Energy above the lowest of the compared OMol25 structures with the same formula, charge and spin (eV): 0.945

---

3.
# CH2O2S2

A molecular structure, CH2O2S2 (wB97M-V/def2-TZVPD, the OMol25 dataset).

The geometry in XYZ format:
```
7
Properties=species:S:1:pos:R:3:lowdin_charge:R:1
S -1.34 0.54 0.64 0.859
S 1.65 0.11 0.67 0.786
O -2.13 -1.34 -0.33 -0.330
O -1.05 -1.99 -0.83 -0.202
C 0.18 0.75 0.92 -1.103
H 2.25 1.31 0.97 -0.089
H -2.56 -0.62 -0.89 0.080
```

Values from the calculation:
Kohn-Sham gap (alpha / beta) (eV): 9.15 / 6.35
Total charge: 0
LUMO level (alpha / beta) (eV): -0.537 / -0.936
HOMO level (alpha / beta) (eV): -9.6901 / -7.2880
E_tot (eV): -26827.6533
Largest force on an atom (Eh/bohr): 0.0419
Energy above the lowest of the compared OMol25 structures with the same formula, charge and spin (eV): 6.400